(1)
Density functional theory data (ωB97M-V with the def2-TZVPD basis set) for the molecule CH4F2P2 at a distorted geometry.

The geometry in XYZ format:
```
9
Properties=species:S:1:pos:R:3:forces:R:3:lowdin_charge:R:1
F -1.1281 -1.9506 -0.6317 -0.8515 1.5662 -0.1941 -0.42
P -1.1540 -0.2667 -0.3988 0.8261 -2.7289 0.3258 0.90
C 0.4379 -0.3978 0.4621 -1.5828 5.3669 2.2910 -0.96
F 0.4977 -1.0514 1.6539 0.7505 -4.6181 1.3172 -0.11
P 1.7507 0.6782 -0.0504 1.9643 -1.7233 -1.8791 0.77
H -1.8321 -0.2619 0.8381 -0.5316 -0.2951 -0.0538 -0.07
H 0.3422 0.4726 1.2486 -1.5124 1.3327 -2.2728 0.05
H 2.5788 -0.4601 -0.4704 0.4446 1.2362 0.2861 -0.08
H 2.2748 0.9301 1.2216 0.4929 -0.1365 0.1797 -0.09
```
Positions in Å, forces in eV/Å.

The calculation puts the relative energy (zero: lowest compared OMol25 entry of this formula, charge and spin) at 47.7 kcal per mole. As for the gap between HOMO and LUMO: 10.31 eV. As for the multiplicity: 1. For the molecular weight, the calculation gives 115.987 g mol⁻¹. As for the total energy: -25111.1371 eV. As for the SMILES: FP[C@H](F)P.

=====

(2)
Density functional theory data (ωB97M-V with the def2-TZVPD basis set) for the ion CH2Cl2 with charge +1 at a distorted geometry.

The geometry in XYZ format:
```
5
Properties=species:S:1:pos:R:3:forces:R:3:mulliken_spin:R:1
C 0.1584 0.0179 -0.0325 0.5958 0.5751 -1.1044 -0.05
Cl -0.9677 -1.3097 -0.6139 0.3944 1.2896 1.1296 0.55
Cl -0.5998 0.9047 1.2848 -0.3901 -1.2007 -0.2197 0.48
H 1.1515 -0.3757 0.1838 -0.3879 -0.3087 0.4715 0.01
H 0.2575 0.7628 -0.8221 -0.2122 -0.3553 -0.2770 0.01
```
Positions in Å, forces in eV/Å.

The calculation puts the relative energy (zero: lowest compared OMol25 entry of this formula, charge and spin) at 4.6 kcal per mole. As for the gap between HOMO and LUMO (spin up / spin down): 12.97 / 6.01 eV. As for the multiplicity: 2. For the molecular weight, the calculation gives 84.933 g mol⁻¹. The net charge is +1. As for the total energy: -26102.6835 eV.

=====

(3)
Density functional theory data (ωB97M-V with the def2-TZVPD basis set) for a structure of composition C44H39HgN7OP2S at a distorted geometry.

The geometry in XYZ format:
```
95
Properties=species:S:1:pos:R:3:forces:R:3:mulliken_spin:R:1
Hg 1.4450 -1.2234 -0.5882 1.0532 0.4464 -0.5913 0.50
C 5.9513 -0.9306 -1.4233 -0.0310 -0.1524 -0.7152 0.00
C 4.6110 -0.2925 -1.4003 -1.3878 1.8114 2.3836 -0.03
N 3.9898 0.0134 -0.2425 -0.2484 -0.8860 -5.3466 0.02
N 4.5855 -0.2181 0.8585 -0.1363 -0.2686 3.3804 0.01
C 3.6738 -0.4514 1.8603 2.8635 0.7939 -0.7400 0.01
O 2.5462 -0.9176 1.7829 -1.5685 -0.2867 -0.5786 0.00
C 4.1917 -0.0572 3.1941 -1.5697 -0.2277 0.8517 0.00
C 5.5156 -0.0408 3.5949 -0.1889 0.0523 1.3202 0.00
C 5.8043 0.1897 4.9485 -0.1806 0.6796 0.0644 0.00
C 4.8000 0.6382 5.8462 1.2836 -1.0489 -1.5466 0.00
C 3.5000 0.6189 5.4250 0.6619 -0.5558 -1.8036 0.00
C 3.1781 0.2223 4.1283 0.0803 0.0675 0.4659 0.00
C 3.8103 -0.0807 -2.6050 1.3856 -0.9091 -0.8189 0.04
C 4.2348 -0.6899 -3.8299 -0.2413 -1.0080 -1.4980 0.01
C 3.3652 -0.6878 -4.9517 0.8576 0.9793 1.6811 0.00
C 2.1691 0.0500 -4.8129 1.1698 -0.0088 -0.1831 0.01
C 1.9127 0.7103 -3.6269 -0.5173 -1.0450 0.2443 0.00
N 2.6666 0.5831 -2.5333 -0.7721 0.7386 -0.1466 0.00
H 6.3381 -0.8982 -0.3948 0.1203 -0.1500 -0.5303 0.00
H 6.6376 -0.4533 -2.1754 -0.4793 -0.4019 0.7686 0.00
H 5.7402 -1.9689 -1.7474 0.5834 0.1640 0.2824 0.00
H 6.2921 -0.2516 2.8931 0.3102 -0.2666 -0.3187 0.00
H 6.8278 0.0322 5.2956 -0.2285 0.3361 -0.0556 0.00
H 5.0188 0.9229 6.8381 0.4358 0.1180 1.0009 0.00
H 2.7438 0.8119 6.0978 -1.6270 0.6175 1.3623 0.00
H 2.1129 0.1037 3.8838 0.7431 0.0536 -0.2418 0.00
H 5.1813 -1.3055 -3.9984 -1.2990 1.1277 0.8865 0.00
H 3.7420 -1.1680 -5.8619 -0.6459 0.1616 0.2577 0.00
H 1.4929 0.2298 -5.6092 -0.5106 -0.2104 -0.7866 0.00
H 0.9144 1.1833 -3.5391 0.8318 0.1278 0.2096 -0.01
C -2.0696 -2.1480 -0.4164 -0.2886 -1.3053 -0.6695 0.01
P -0.7891 -1.1682 0.5094 -0.7711 -1.1031 -0.0665 0.13
C -1.6250 0.3848 0.6822 -1.4147 0.9219 3.1820 -0.07
C -1.4436 1.3851 -0.2322 0.8789 -0.9362 -2.1641 0.03
C -2.0471 2.6222 -0.1191 0.1541 0.5173 -0.1439 0.00
C -2.7473 2.9169 1.0305 -0.0196 0.9752 0.8378 0.02
C -2.9422 1.9576 2.0447 -0.7424 -0.4650 -0.3519 0.00
C -2.4669 0.6768 1.8357 1.2692 -0.3721 -0.8309 0.05
C -0.6426 -1.9459 2.1200 -0.9848 0.3327 0.7942 -0.02
C -0.4021 -1.1417 3.2527 -0.1475 -0.8838 0.3149 0.02
C -0.5333 -1.6955 4.5161 -0.1347 -1.0734 0.2790 -0.02
C -0.8332 -3.0763 4.6955 -0.6842 1.1813 -0.3497 0.05
C -1.1021 -3.8658 3.5789 1.3018 0.5629 0.9529 -0.02
C -0.9401 -3.2930 2.3258 -0.6405 -0.8968 -0.6086 0.05
P -3.4006 -1.0452 -1.1812 0.0274 -0.3280 -0.3751 0.01
C -4.7339 -0.9452 0.0438 -0.3075 0.0694 1.2516 0.00
C -5.5551 0.1960 0.0628 2.0646 0.1439 -1.4892 0.00
C -6.6200 0.2506 0.8994 -1.8067 1.5644 0.7927 0.00
C -6.8333 -0.6930 1.8875 0.4720 -0.3460 -0.5446 0.00
C -5.9898 -1.8186 1.9132 -1.6423 0.7626 -0.2615 0.00
C -5.0158 -1.9866 0.9632 0.4306 1.6462 -0.8635 0.00
C -4.2847 -2.1638 -2.3624 -1.4172 0.3394 -0.0109 -0.01
C -3.5831 -2.6077 -3.4538 -0.1105 -1.3186 -0.7131 -0.01
C -4.2392 -3.3490 -4.4846 0.5176 1.2251 1.7030 0.00
C -5.5839 -3.6012 -4.4213 -0.6288 0.3741 0.5502 0.00
C -6.3550 -3.0538 -3.3742 3.2281 0.6565 0.0914 0.00
C -5.7160 -2.3193 -2.3712 1.1382 -0.6306 -0.0043 0.00
H -2.4822 -3.0553 0.1183 0.4313 1.1965 -0.2000 0.00
H -1.5477 -2.6153 -1.2907 -0.2468 0.4310 0.4188 0.02
H -0.8665 1.0851 -1.1463 -0.3908 0.7318 0.8480 0.05
H -1.9120 3.3640 -0.9181 -0.0628 -0.3023 0.5035 0.00
H -3.0391 3.9648 1.2086 -0.2310 -0.6489 -0.1813 0.00
H -3.6033 2.1254 2.9187 0.6747 0.2111 -0.6176 0.00
H -2.6353 -0.1181 2.5677 -0.0734 0.3470 -0.2567 -0.01
H -0.1934 -0.0911 3.1774 0.0965 0.2568 -0.2441 0.00
H -0.4712 -1.0620 5.3987 0.2315 -0.0768 -0.1779 0.00
H -1.0323 -3.4557 5.6922 0.2850 -0.0034 -0.0294 0.01
H -1.2961 -4.9269 3.7318 -0.1762 0.2624 -0.3529 0.00
H -1.1778 -3.9790 1.5109 0.2494 0.4821 -0.1856 0.01
H -5.2995 1.0903 -0.5723 -0.3700 -1.2087 0.4521 0.00
H -7.3075 1.1136 0.7614 0.4832 -0.6265 0.4775 0.00
H -7.6621 -0.5843 2.5807 0.1310 -0.1404 -0.0835 0.00
H -6.3527 -2.5903 2.5417 0.4577 -0.8780 0.7792 0.00
H -4.4044 -2.8473 0.8937 0.2846 -0.9271 0.2259 0.00
H -2.4969 -2.5004 -3.4124 -0.2255 0.0709 -0.6019 0.02
H -3.6874 -3.6310 -5.3285 0.8019 -0.6685 -0.9764 0.00
H -6.0602 -4.2153 -5.1729 -0.0496 0.1173 -0.1525 0.00
H -7.3760 -3.1322 -3.4095 -2.3810 -0.3632 0.1971 0.00
H -6.2351 -1.9468 -1.4994 -0.4045 0.0606 -0.2765 0.00
N 2.1716 7.1916 0.0323 -0.3385 -1.1088 1.3927 0.00
C 2.4833 6.6743 -1.1774 0.4023 -0.7928 0.3488 0.00
C 2.6430 5.2825 -1.3625 -0.5105 -0.1614 1.7319 0.00
N 2.9088 4.7839 -2.5195 0.0870 -0.0735 -0.6930 0.00
C 3.0602 5.6435 -3.5258 0.7093 0.0424 -1.1728 0.00
C 3.0237 7.0369 -3.3479 -0.9766 -2.5863 -0.0676 0.00
N 2.6894 7.5000 -2.1611 0.0460 1.7758 -0.0938 0.00
H 1.9230 6.5864 0.7992 0.1215 -0.0559 -0.2912 0.00
H 2.0428 8.1492 0.2116 -0.0143 1.0645 -0.3673 0.00
H 2.5214 4.5511 -0.5496 -0.0060 0.5007 -0.1108 0.00
H 3.2596 5.0811 -4.4443 0.0053 0.9606 -0.1465 0.00
H 3.0322 7.7309 -4.1544 0.4724 0.4002 -0.5571 0.00
S 2.7484 -5.0351 -2.5765 0.1384 0.1088 -0.1038 0.02
C 3.0015 -3.6539 -1.7497 -0.0152 2.0108 1.7328 0.10
N 3.1314 -2.6610 -1.0776 -0.1254 -2.8719 -1.7286 -0.03
```
Positions in Å, forces in eV/Å.

The calculation puts the relative energy (zero: lowest compared OMol25 entry of this formula, charge and spin) at 26.5 kcal per mole. As for the gap between HOMO and LUMO (spin up / spin down): 4.42 / 5.77 eV. As for the multiplicity: 2. For the molecular weight, the calculation gives 976.449 g mol⁻¹. The net charge is -1. As for the total energy: -92324.4130 eV.

=====

(4)
Density functional theory data (ωB97M-V with the def2-TZVPD basis set) for a structure of composition C38H42N3NiO4S at a distorted geometry.

The geometry in XYZ format:
```
89
Properties=species:S:1:pos:R:3:forces:R:3:lowdin_charge:R:1
Ni -0.0863 1.0652 0.2887 0.0658 3.1193 -0.6597 0.33
C 2.9695 0.1439 -3.1792 -0.0517 0.0221 0.1444 -0.06
C 3.3389 0.9677 -1.9456 0.1714 -0.0300 -0.1729 -0.37
C 4.6319 1.7556 -2.2033 -0.1312 0.0683 0.0558 -0.06
C 3.5317 0.1448 -0.6871 -0.2179 0.0780 0.1707 -0.14
C 4.4166 -0.9205 -0.7094 0.0146 -0.0582 -0.1115 -0.06
C 4.7643 -1.5727 0.4572 0.0971 -0.0697 0.0719 -0.09
C 4.2520 -1.1236 1.6569 -0.0192 0.0057 -0.0746 -0.07
C 3.3170 -0.0896 1.7401 -0.0458 0.2924 -0.2035 -0.11
C 2.9822 0.2827 3.1988 -0.1921 -0.0344 -0.0720 -0.35
C 2.3944 -0.9129 3.9755 0.0871 0.0200 -0.0646 -0.08
C 2.1182 1.5093 3.4864 0.2083 0.0466 -0.1569 -0.07
C 2.9168 0.5289 0.5270 0.5339 -0.2250 0.2323 -0.16
N 1.9173 1.5284 0.4318 -1.1700 -0.9168 0.6777 0.03
C 2.2748 2.8099 0.5001 0.1490 -0.2100 0.3311 -0.51
O 3.4010 3.2712 0.6960 -0.0608 0.1657 -0.1287 0.03
C 1.0942 3.7217 0.2926 0.0884 0.1315 -0.0071 -0.15
C 1.1579 5.1044 0.2429 0.0624 0.0089 0.0799 0.01
C 0.0020 5.8049 -0.0726 -0.0432 -0.0764 -0.0126 -0.04
C -1.1728 5.1151 -0.3451 0.0163 0.0210 0.0541 0.01
C -1.1595 3.7362 -0.2337 -0.2048 0.0816 -0.0217 -0.15
N -0.0513 3.0895 0.0950 0.1570 -1.1241 -0.2472 0.12
C -2.3364 2.8326 -0.5080 -0.0949 -0.2503 -0.2233 -0.49
O -3.4150 3.2830 -0.8967 0.0945 0.1605 0.1378 0.04
N -1.9921 1.5606 -0.3187 1.1327 -1.1902 0.5474 0.02
C -2.9057 0.5004 -0.4950 -0.4819 -0.2228 -0.2809 -0.19
C -3.9148 0.2722 0.4556 0.2933 0.1078 -0.1907 -0.15
C -4.7265 -0.8448 0.3111 -0.0348 -0.0116 0.0791 -0.05
C -4.5585 -1.7227 -0.7440 -0.1241 -0.0873 -0.0317 -0.10
C -3.5753 -1.4859 -1.6894 -0.0627 -0.0169 -0.0342 -0.06
C -2.7396 -0.3840 -1.5855 0.1337 0.4706 0.3986 -0.14
C -1.6659 -0.1351 -2.6272 0.0205 -0.1908 -0.0380 -0.37
C -2.2891 0.1323 -3.9982 0.0616 0.0962 0.0549 -0.06
C -0.6435 -1.2764 -2.6740 -0.0267 0.1765 0.0151 -0.06
C -4.1154 1.2105 1.6243 -0.2107 -0.0138 0.1089 -0.37
C -5.4447 1.9579 1.4775 0.0717 0.0472 -0.0465 -0.06
C -4.0359 0.4803 2.9678 0.1074 0.0373 -0.0992 -0.07
H 2.8270 0.8114 -4.0317 0.0048 -0.0392 -0.0456 0.08
H 2.0450 -0.4102 -3.0196 0.0199 -0.0367 0.0003 0.05
H 3.7572 -0.5676 -3.4351 -0.0058 -0.0107 -0.0324 0.07
H 2.5365 1.6835 -1.7701 0.0055 -0.0437 -0.0257 0.12
H 5.4677 1.0699 -2.3602 0.0177 0.0030 -0.0313 0.07
H 4.8588 2.3879 -1.3450 0.0373 0.0211 -0.0059 0.07
H 4.5318 2.3861 -3.0906 0.0013 0.0034 -0.0014 0.07
H 4.8691 -1.2263 -1.6459 -0.0202 0.0186 -0.0123 0.11
H 5.4665 -2.3973 0.4387 0.0083 0.0070 -0.0007 0.10
H 4.6098 -1.5720 2.5770 -0.0640 -0.0404 -0.0123 0.11
H 3.9657 0.4957 3.6343 -0.0077 -0.0231 -0.0323 0.13
H 1.3113 -0.9053 3.9002 -0.1876 -0.0453 -0.0948 0.05
H 2.6605 -0.8471 5.0341 -0.0222 0.0297 -0.0207 0.07
H 2.7435 -1.8711 3.5920 0.0036 0.0101 0.0651 0.06
H 1.1238 1.4075 3.0623 -0.1333 -0.0474 -0.0900 0.05
H 2.5803 2.4188 3.1056 -0.0260 0.0641 -0.0554 0.07
H 2.0069 1.6150 4.5689 0.0338 -0.0157 -0.0006 0.08
H 2.0996 5.5923 0.4518 0.0284 -0.0374 -0.0598 0.12
H 0.0154 6.8865 -0.1207 0.0280 0.0016 -0.0160 0.11
H -2.0865 5.6122 -0.6381 -0.0372 -0.0486 0.0289 0.12
H -5.5011 -1.0387 1.0453 0.0024 0.0145 -0.0029 0.11
H -5.2014 -2.5911 -0.8302 0.0019 -0.0009 -0.0276 0.09
H -3.4720 -2.1682 -2.5266 0.0825 0.0030 0.0149 0.11
H -1.1173 0.7608 -2.3373 -0.0656 0.0879 0.0132 0.11
H -2.8320 -0.7395 -4.3699 -0.0098 0.0006 -0.0052 0.07
H -1.5112 0.3886 -4.7213 -0.0072 -0.0490 -0.0350 0.07
H -2.9813 0.9734 -3.9346 -0.0632 -0.0392 -0.0406 0.08
H -1.1222 -2.2545 -2.7489 0.0055 -0.0143 -0.0089 0.08
H -0.0308 -1.2617 -1.7704 -0.0400 -0.1209 -0.0196 0.05
H 0.0219 -1.1482 -3.5301 -0.0160 -0.0449 -0.0412 0.07
H -3.3166 1.9507 1.6076 0.0257 -0.0359 -0.0039 0.12
H -6.2794 1.2547 1.4214 -0.0131 -0.0051 0.0362 0.07
H -5.4324 2.5556 0.5660 -0.0344 -0.0010 -0.0044 0.07
H -5.6137 2.6221 2.3291 0.0031 -0.0041 0.0114 0.07
H -4.8848 -0.1937 3.1033 0.0073 -0.0205 0.0247 0.07
H -4.0417 1.2053 3.7849 -0.0569 -0.0229 0.0301 0.07
H -3.1136 -0.0996 3.0295 -0.0218 -0.0331 0.0177 0.06
O -0.6838 -7.2498 -0.7272 0.0205 -0.1333 -0.0302 0.10
C 0.3881 -6.4462 -0.5016 0.0536 -0.0851 -0.0444 -0.49
O 1.4905 -6.9096 -0.6224 -0.0018 0.0004 -0.0059 0.10
C 0.1097 -5.0417 -0.1190 -0.1285 0.2990 0.0757 -0.15
C -1.1567 -4.5721 0.2447 0.1611 -0.1952 -0.0404 -0.03
C -1.3410 -3.2593 0.6280 0.0642 0.1679 0.0130 -0.10
C -0.2588 -2.3740 0.6759 0.3347 -0.2151 -0.2849 -0.64
S -0.4972 -0.7906 1.3473 -0.2313 0.3169 0.5456 0.74
C 1.0054 -2.8309 0.2783 -0.1468 0.0200 -0.0272 -0.08
C 1.1793 -4.1429 -0.1085 0.0238 -0.1742 -0.1187 -0.01
H -1.4985 -6.7431 -0.6627 -0.0433 0.0937 0.0058 0.08
H -2.0200 -5.2306 0.2666 -0.0273 0.0251 -0.0042 0.11
H -2.3224 -2.8859 0.8903 -0.0209 -0.0403 0.0342 0.09
H 1.8413 -2.1413 0.2849 0.0347 -0.0213 0.0417 0.09
H 2.1513 -4.5090 -0.4125 0.0277 0.0277 0.0416 0.12
```
Positions in Å, forces in eV/Å.

The calculation puts the relative energy (zero: lowest compared OMol25 entry of this formula, charge and spin) at 24.2 kcal per mole. As for the gap between HOMO and LUMO (spin up / spin down): 7.37 / 7.37 eV. As for the multiplicity: 1. For the molecular weight, the calculation gives 695.531 g mol⁻¹. The net charge is -1. As for the total energy: -104632.4076 eV.